The following is a DFT calculation (ωB97M-V with the def2-TZVPD basis set) of C28H24AuIN2O2S3 as an isolated structure.

Output
HOMO-LUMO gap (alpha / beta) (eV): 7.24 / 5.21
⟨S²⟩: 2.026
Largest force on an atom (eV/A): 0.969
E_LUMO (alpha / beta) (eV): -0.27 / -2.56
Spin multiplicity: 3
Total charge: 0

Geometry (Å):
1 Au 0.77716 -0.83775 0.24093
2 C 0.39668 -4.12412 3.20461
3 C 0.67940 -3.49082 1.86411
4 N 1.06981 -2.22666 1.85057
5 N 1.31862 -1.64905 3.04057
6 C 1.59129 -0.39249 3.10689
7 S 1.57747 0.76772 1.84369
8 S 1.98882 0.22685 4.72967
9 C 0.28092 0.19158 5.43643
10 C -0.63284 1.13926 4.72203
11 C -1.52733 0.67722 3.76324
12 C -2.33349 1.56423 3.06386
13 C -2.25491 2.92277 3.32449
14 C -1.36954 3.39262 4.28578
15 C -0.56273 2.50635 4.97879
16 C 0.50345 -4.27632 0.68105
17 C 0.23170 -5.66245 0.83456
18 C -0.08519 -6.47654 -0.21315
19 C -0.18042 -5.93486 -1.51145
20 C 0.11358 -4.62337 -1.72224
21 C 0.54567 -3.75956 -0.66765
22 O 0.95583 -2.59915 -1.00147
23 H 0.19518 -3.35409 3.93929
24 H 1.27105 -4.68132 3.54814
25 H -0.45427 -4.79514 3.13792
26 H 0.42875 0.47069 6.47885
27 H -0.06383 -0.83881 5.38000
28 H -1.58800 -0.38514 3.55082
29 H -3.01235 1.18633 2.31118
30 H -2.88200 3.61691 2.77888
31 H -1.30523 4.45329 4.49438
32 H 0.13546 2.87293 5.72270
33 H 0.30010 -6.10395 1.81831
34 H -0.27699 -7.52799 -0.04835
35 H -0.47536 -6.56462 -2.34134
36 H 0.07564 -4.17907 -2.70824
37 O 1.06884 0.59686 -1.50747
38 S 0.08344 0.73353 -2.64509
39 C 1.12882 1.29010 -4.00627
40 C 2.50221 1.19202 -3.87034
41 C 3.31536 1.51878 -4.94669
42 C 2.75001 1.93316 -6.14335
43 C 1.36970 2.02722 -6.26598
44 C 0.54997 1.70171 -5.19790
45 C -0.77605 2.27852 -2.33502
46 C -0.13902 3.29325 -1.64229
47 C -0.84046 4.45356 -1.35863
48 C -2.16223 4.58637 -1.76622
49 C -2.79011 3.55747 -2.45361
50 C -2.09783 2.38922 -2.73559
51 H 2.91865 0.86167 -2.92826
52 H 4.38997 1.44020 -4.84893
53 H 3.38405 2.17453 -6.98640
54 H 0.93125 2.35134 -7.20082
55 H -0.52690 1.77677 -5.29510
56 H 0.88469 3.16064 -1.31416
57 H -0.35672 5.25392 -0.81449
58 H -2.71126 5.48868 -1.53034
59 H -3.82467 3.65531 -2.75544
60 H -2.58457 1.56347 -3.24133
61 I -1.89921 -0.78382 -0.12813

Here are the Löwdin charges for atoms 1 to 2, given in e: Au 0.6097; C -0.0188

The following is a DFT calculation (ωB97M-V with the def2-TZVPD basis set) of a 2-piece molecular cluster, C28H24BrF10N3O3 overall.

Output
HOMO-LUMO gap (eV): 7.42
Largest force on an atom (eV/A): 5.508
E_LUMO (eV): -1.09
SMILES: C#CCc1nc2c(OCCCC)c(CCC(F)(F)C(F)(F)C(F)(F)C(F)(F)F)cc(CON=O)c2nc1Br.Fc1ccccc1
Total charge: 0

Geometry (Å):
1 C -2.16645 5.40391 4.96643
2 C -1.12858 4.83955 4.56136
3 C 0.09584 3.89569 4.36148
4 C 0.19242 3.56466 2.82024
5 N -0.33959 2.37657 2.35625
6 C -0.15111 2.17624 0.97289
7 C -0.67064 0.85573 0.38151
8 O -1.32014 -0.14265 1.11422
9 C -0.51213 -0.66675 2.20094
10 C 1.00234 -0.98000 1.83858
11 C 2.04151 -0.01136 2.60319
12 C 1.81757 -0.04403 4.19472
13 C -0.52620 0.59567 -1.10423
14 C -1.03781 -0.75565 -1.78053
15 C 0.26505 -1.69773 -1.92619
16 C 0.66385 -1.90675 -3.45500
17 F 0.48596 -0.72586 -4.17835
18 F -0.29877 -2.82169 -3.96464
19 C 2.07446 -2.60164 -3.66895
20 F 2.02731 -3.20749 -4.94519
21 F 2.20203 -3.65102 -2.76378
22 C 3.32108 -1.62066 -3.70329
23 F 3.26454 -0.66140 -4.70057
24 F 4.43614 -2.42581 -4.01424
25 C 3.67317 -0.91162 -2.32755
26 F 3.69914 -1.78279 -1.24221
27 F 4.99224 -0.45145 -2.45148
28 F 2.91249 0.19854 -2.03971
29 C 0.12276 1.63210 -2.01229
30 C 0.64536 2.88173 -1.39019
31 C 1.36521 3.92345 -2.37054
32 O 0.55641 4.01405 -3.57593
33 N 1.19325 3.44677 -4.65555
34 O 1.53848 4.30136 -5.40332
35 C 0.52876 3.20841 0.11278
36 N 1.08222 4.43913 0.52557
37 C 0.89773 4.54215 1.89088
38 Br 1.64341 6.17993 2.73550
39 H -3.10775 5.88685 5.32661
40 H -0.03350 2.89492 4.88749
41 H 1.06674 4.32572 4.76164
42 H -0.99509 -1.65714 2.49929
43 H -0.65322 0.01627 3.09037
44 H 1.21869 -1.05854 0.73387
45 H 1.22267 -2.01646 2.26800
46 H 2.04403 1.03815 2.19539
47 H 3.05730 -0.51157 2.45210
48 H 0.86272 0.51254 4.48595
49 H 2.65146 0.47089 4.75794
50 H 1.69288 -1.09930 4.58030
51 H -1.82776 -1.23859 -1.10163
52 H -1.54192 -0.55898 -2.76935
53 H -0.06460 -2.72643 -1.56394
54 H 1.12411 -1.36328 -1.28040
55 H 0.22787 1.50270 -3.12170
56 H 1.46726 4.93937 -1.90066
57 H 2.36411 3.47695 -2.68745
58 F -3.72649 -2.00495 -1.50222
59 C -4.00324 -3.01004 -0.65214
60 C -4.83030 -2.77394 0.43236
61 C -5.11926 -3.81422 1.30733
62 C -4.56937 -5.07466 1.09328
63 C -3.73594 -5.29737 0.00265
64 C -3.45488 -4.26057 -0.87931
65 H -5.24220 -1.78401 0.58701
66 H -5.77168 -3.64307 2.15561
67 H -4.79215 -5.88446 1.77916
68 H -3.30501 -6.27838 -0.16086
69 H -2.81474 -4.41771 -1.73952

Here are the Löwdin charges for atoms 1 to 2, given in e: C 0.0901; C -0.1274

The following is a DFT calculation (ωB97M-V with the def2-TZVPD basis set) of C28H24CeClIN7O5S4 as an isolated structure.

Output
HOMO-LUMO gap (alpha / beta) (eV): 6.02 / 6.02
Largest force on an atom (eV/A): 1.581
E_LUMO (alpha / beta) (eV): -4.36 / -4.36
Total charge: +1

Geometry (Å):
1 Ce 0.71293 0.20414 0.18951
2 N 2.90565 0.03870 1.85093
3 N 3.59000 -1.10764 1.40243
4 C 3.56706 -1.29924 0.01697
5 O 4.28969 -2.09034 -0.52960
6 O 2.63234 -0.57406 -0.58313
7 H 3.49225 0.86699 1.79351
8 H 2.62131 -0.10448 2.81166
9 H 4.49130 -1.30573 1.81639
10 C 0.63653 2.47272 3.49497
11 C 1.38407 3.10542 2.37192
12 N 1.63698 2.52997 1.22012
13 C 2.27715 3.39633 0.36212
14 C 2.54344 4.62295 0.88376
15 S 1.93332 4.71100 2.47033
16 C 2.56489 2.94254 -0.99558
17 C 3.45425 3.50938 -1.85134
18 S 3.44736 2.65306 -3.32138
19 C 2.24985 1.59936 -2.72979
20 N 1.87544 1.85807 -1.49825
21 C 1.76429 0.47415 -3.57112
22 H 0.87121 1.41323 3.57564
23 H -0.43855 2.55580 3.32561
24 H 0.87882 2.95015 4.44329
25 H 2.99812 5.46708 0.39480
26 H 4.09588 4.35436 -1.66953
27 H 2.10101 0.59547 -4.59989
28 H 0.67923 0.43639 -3.55793
29 H 2.15888 -0.46655 -3.18220
30 Cl 0.00052 -6.01025 -3.55330
31 C -0.14801 -4.39467 -2.95711
32 C -0.74980 -3.44150 -3.72179
33 C -0.85819 -2.10486 -3.26401
34 I -1.82948 -0.72944 -4.46275
35 C -0.36249 -1.75215 -2.03497
36 O -0.34993 -0.48940 -1.59186
37 C 0.20559 -2.75754 -1.19994
38 N 0.62657 -2.36250 0.03420
39 C 1.20177 -3.25500 0.81008
40 C 1.40023 -4.59300 0.43154
41 C 0.97456 -5.00182 -0.79966
42 C 0.35336 -4.07642 -1.66303
43 H -1.13980 -3.70048 -4.69603
44 H 1.54792 -2.90790 1.77521
45 H 1.89390 -5.27258 1.11063
46 H 1.11469 -6.02398 -1.12310
47 C -2.10500 -3.26882 2.45086
48 C -1.52897 -2.38305 3.55641
49 C -0.52875 -1.45743 3.03623
50 N 0.24647 -0.75441 2.56555
51 H -2.83399 -3.94290 2.89695
52 H -1.32737 -3.86853 1.97984
53 H -2.59104 -2.66975 1.68514
54 H -1.05068 -2.97007 4.34320
55 H -2.29706 -1.76748 4.02994
56 O -1.83278 -0.38441 0.64305
57 S -2.17609 0.99583 1.01086
58 O -2.30786 1.22315 2.42449
59 N -1.01022 1.87072 0.28876
60 C -1.53589 2.91073 -0.46377
61 S -0.68272 4.09608 -1.15679
62 C -3.02382 2.76645 -0.56250
63 C -3.90215 3.56625 -1.27614
64 C -5.25057 3.24045 -1.25869
65 C -5.72205 2.14507 -0.53565
66 C -4.85275 1.34727 0.19455
67 C -3.51376 1.68743 0.14558
68 H -3.52870 4.41065 -1.83947
69 H -5.95053 3.84822 -1.81581
70 H -6.77959 1.91849 -0.53966
71 H -5.21023 0.50434 0.76878

Here are the Löwdin charges for atoms 1 to 2, given in e: Ce 1.2420; N -0.0053